This record from the Open Molecules 2025 dataset describes 20 unconnected molecules or ions with the total composition C102H160N6O42 in a non-equilibrium geometry. The level of theory is ωB97M-V/def2-TZVPD.

Geometry as XYZ:
```
310
Properties=species:S:1:pos:R:3:lowdin_charge:R:1
O 3.67855 0.16294 2.43791 0.0037
O -1.58300 1.38284 5.03251 -0.1896
O -4.66813 -2.08083 1.13348 0.0398
O 0.45374 -6.51546 3.53415 -0.2115
O -1.71049 -7.22323 -6.40358 0.1026
O 4.99618 6.52815 -2.47192 -0.1778
O -2.42939 -4.98276 0.12293 -0.0073
O -8.96702 0.20441 -3.17085 0.0656
O -8.16994 -1.29580 -1.66505 0.1237
O -2.14907 -2.56185 0.31469 -0.0442
O -0.66111 5.08846 0.59701 0.0485
O 6.55448 -0.20764 2.01774 0.0386
O -2.95216 6.51571 0.26340 -0.2601
O -7.73772 -5.02509 -4.08541 0.0235
O -0.85492 -6.27393 -4.55737 0.1208
O -1.31898 1.66749 -0.70910 -0.0725
O 2.92579 -2.92809 0.40761 0.0078
O -0.15923 -2.50774 2.46067 -0.0119
O 8.16432 -1.32754 -3.13505 0.0419
O 4.01308 7.35161 2.37363 0.0423
O 6.47337 -3.31659 4.41478 0.0302
O -2.75291 -5.59769 -5.32110 0.1016
O -2.11661 0.69843 -3.37409 0.0211
O 4.45108 2.41576 7.33131 0.0483
O -1.02877 -6.31490 8.75777 -0.2102
O 1.44660 1.38590 0.43578 -0.0497
O -5.81822 2.64156 1.22726 -0.1806
O 3.83245 2.43673 -1.54140 -0.1940
O 9.28847 8.54855 -6.75137 -0.1668
O -4.49463 -8.00603 2.04810 -0.2092
O -7.28209 0.56766 -1.77181 0.0945
O 1.72067 -7.76644 -2.09620 0.0584
O -6.35162 3.95770 -5.06273 0.0342
O -0.73641 -4.19930 4.28151 0.2220
O -2.69399 5.44158 -6.97478 -0.1657
O 1.31751 -2.56958 5.41332 -0.1900
O -5.63242 -1.89429 6.51975 0.0483
O 0.92297 3.14281 -1.53280 0.2510
O 0.61768 4.72873 -3.97852 -0.1673
O 3.40810 -2.09599 -2.15032 0.0076
O -1.20674 -1.40360 -4.97175 0.0510
O -3.40435 -2.13568 -2.26158 0.0344
N -2.78379 6.50238 -3.41094 -0.0506
N 0.42232 -4.96017 6.55992 -0.0552
N -3.50781 2.74406 3.18048 -0.0400
N 6.56473 6.74221 -5.03973 -0.0660
N 1.93336 1.90685 -3.70037 -0.0383
N -2.52470 -5.80371 2.84216 -0.0328
C 4.88286 2.37631 -0.58487 -0.0886
C 3.52133 2.54626 5.21687 0.0055
C 4.77064 0.52420 5.90510 0.0290
C 4.46656 6.04371 -1.36057 -0.1900
C 8.73118 -0.72408 -0.84947 -0.0247
C -3.64135 3.69537 2.10209 -0.1794
C -8.21911 -0.17052 -2.21701 -0.6378
C -4.59072 -2.69919 -2.61728 -0.3417
C 6.05542 -0.88973 -0.23026 -0.0565
C 5.60132 -3.61575 3.43706 -0.3328
C 1.84431 7.60291 1.37212 -0.0173
C -6.40176 -1.45274 4.34820 0.0290
C 0.72905 6.16370 -3.90698 -0.0528
C 1.37630 -1.11063 5.17478 -0.0259
C -4.92771 3.12347 -3.31600 -0.0533
C -7.28270 -1.29268 -0.64482 -0.1376
C 0.48619 0.51140 0.60891 -0.3015
C 6.95279 -0.49441 0.74573 -0.3201
C 3.14361 1.89697 4.02367 0.0042
C -3.87675 2.34004 -2.87182 -0.0141
C 4.68025 0.15950 4.55159 -0.0413
C -6.20830 -4.44299 -2.26440 -0.0046
C -0.46678 -7.69299 -1.22172 -0.0115
C -3.01561 7.42807 1.33552 -0.0869
C -0.18389 -1.64299 1.55052 -0.2501
C 0.64302 7.03501 0.89681 -0.0050
C 1.41324 2.67599 -4.79835 -0.1816
C -3.99201 -5.79584 2.99928 -0.1531
C -2.37818 0.76525 3.94649 -0.1678
C -0.87554 0.64438 -0.02312 -0.2920
C -5.17308 -8.65869 1.02162 -0.1308
C -1.82708 -0.33225 0.04089 0.0053
C 4.25855 -3.40616 3.76135 -0.0093
C -1.30268 -5.69314 -0.25116 -0.3295
C 3.78781 -3.31404 1.41406 -0.2796
C -1.46594 -7.02451 -0.59211 -0.0274
C 3.39006 1.81897 -3.81749 -0.1581
C 2.50364 5.50558 2.33977 -0.0082
C 7.14938 6.55805 -3.70699 -0.1862
C 10.70684 8.45386 -6.87929 -0.1170
C -2.51113 6.25915 -5.84629 -0.2424
C 5.10532 -3.62037 1.07531 -0.0143
C -0.06364 -1.58087 -4.28604 -0.3618
C 1.57759 4.21342 -4.72443 -0.2933
C -1.93832 -7.07281 3.19427 -0.2038
C -1.47179 -1.59357 0.61105 -0.2798
C 2.22003 -1.88323 -2.82599 -0.2993
C -6.78125 3.67684 1.39989 -0.0962
C 3.80708 0.73101 3.69562 -0.3322
C -4.84168 -1.91244 2.47567 -0.3295
C -4.79300 2.15444 -5.45820 -0.0045
C 2.27397 -1.76162 -4.19657 -0.0180
C 4.15825 1.42745 -2.51574 -0.1761
C -5.29151 3.16986 -4.62232 -0.3299
C -3.73542 1.33211 -5.05332 0.0102
C -4.13101 -2.21226 4.72573 -0.0292
C -2.63506 5.54109 -4.52877 -0.1873
C 8.77789 7.31361 -6.17810 -0.2545
C -4.65042 -6.54074 1.86040 -0.1665
C -1.21517 -5.01725 -3.82511 -0.0289
C 1.12568 -1.52714 -4.93059 -0.0163
C 1.63572 -2.80127 6.73638 -0.2513
C -1.37878 -6.78357 10.04654 -0.1009
C -2.98144 5.90328 -2.07852 -0.1361
C -2.99974 7.09204 -1.00700 -0.1817
C 6.18623 5.72184 -2.77835 -0.1446
C 1.25005 5.04007 1.99507 -0.0106
C -6.08861 -1.55322 2.95927 0.0195
C -3.83560 -2.20653 3.35172 -0.0420
C -5.21314 -2.42508 -3.88777 0.0120
C 3.33139 -3.26536 2.74575 -0.0034
C 0.94388 -5.77032 -1.00152 -0.0118
C -6.25675 -3.21135 -4.39080 0.0224
C -5.36708 -1.82826 5.18656 -0.3532
C 4.21703 1.82893 6.15673 -0.3447
C 0.73944 -7.08357 -1.45097 -0.3124
C -0.43167 2.01326 4.43888 -0.1023
C -3.21422 1.45068 -3.71997 -0.2716
C -0.47460 -7.29358 2.69054 -0.1244
C -2.77813 6.20006 -8.22935 -0.0814
C -2.86650 1.54363 2.73016 -0.2176
C 0.42153 -6.40849 6.89967 -0.1689
C -5.11538 -3.69153 -1.84205 -0.0713
C -6.38155 -0.13542 -1.00117 -0.0937
C 0.34412 5.70918 1.18799 -0.3548
C 2.79644 6.82811 2.05689 -0.3464
C 1.78410 -6.78916 3.10859 -0.1047
C -1.71006 -6.37911 -5.50149 -0.6280
C -0.10720 -1.74697 -2.91040 -0.0249
C 7.80429 -1.08483 -1.84314 -0.3183
C 0.77458 -0.54663 1.38610 -0.0096
C 8.32619 -0.39120 0.44614 -0.0020
C 7.38714 7.58857 -5.96963 -0.2214
C -4.57915 3.23523 0.88194 -0.1972
C 1.68479 -4.29164 6.76502 -0.2001
C 0.29723 -6.66903 8.38265 -0.2183
C -6.70803 -4.25915 -3.56694 -0.2969
C 0.99367 -1.93821 -2.20277 -0.0151
C -2.64123 -4.91548 -4.14965 -0.1678
C 6.00764 -3.75337 2.09901 -0.0011
C 6.45538 -1.25035 -1.50762 -0.0144
C -0.07048 -5.11506 -0.44228 -0.0536
H 9.78048 -0.61590 -1.08116 0.1058
H 7.38137 7.54338 -3.30277 0.1125
H 7.28431 8.60197 -5.58162 0.1277
H -1.52103 5.51171 0.65187 0.0509
H -1.96355 6.90783 -8.38309 0.0815
H 3.30616 -2.55686 -1.31436 0.0481
H -0.72227 -6.35961 10.80637 0.0868
H 4.12896 5.02396 -1.54556 0.0800
H -3.22585 -5.14301 -3.25827 0.1362
H -6.67942 -2.19940 -0.68961 0.1080
H 1.32533 -6.84771 6.47737 0.1189
H 2.29294 -3.03236 2.92940 0.0962
H -4.84019 -2.24574 6.93262 0.0971
H -1.05514 -1.61101 -2.41108 0.1028
H 1.42284 -0.88999 4.10836 0.0618
H 0.32890 2.58513 -4.73465 0.1250
H -5.48165 3.78552 -2.66697 0.1200
H 5.28248 6.10412 -0.64032 0.0932
H 2.44184 -4.59518 6.04196 0.1222
H -0.34755 -4.70128 7.16023 0.1168
H -2.92743 6.93399 2.30311 0.0920
H 5.70481 -1.59339 -2.20429 0.1023
H 3.20266 3.57681 5.27012 0.1193
H -2.63846 3.80271 1.68885 0.0968
H 1.53447 4.54987 -5.76031 0.1305
H -2.38663 -7.56579 -0.43159 0.1223
H -3.28739 0.31793 4.34816 0.1007
H 5.13532 -0.78685 4.29918 0.1056
H 3.71329 6.69059 -0.91088 0.0904
H -1.01201 -4.98636 -2.75465 0.1116
H -3.71396 6.74598 -8.34896 0.0774
H 1.05455 -2.06909 -1.13246 0.1051
H -5.52410 -0.37356 -1.63057 0.1300
H -3.39073 4.75997 -4.61186 0.1032
H -1.66237 5.11139 -4.28932 0.0953
H -0.53977 -3.48935 3.66596 0.0504
H 0.91049 -2.33075 7.40027 0.1359
H 5.19685 1.28616 -2.81479 0.1138
H -0.07395 6.57261 -3.29373 0.0791
H -4.36316 -4.77101 2.99076 0.1009
H -2.00035 1.83504 2.13604 0.1006
H -1.29371 -7.87017 10.05925 0.0872
H 1.62717 2.25137 -5.77919 0.1270
H 8.88169 6.46167 -6.85005 0.1317
H -6.19206 -8.76861 1.39266 0.0984
H 4.03759 0.44026 -2.06965 0.1003
H 2.64159 -2.45885 6.97944 0.1256
H -4.68787 -1.64804 -4.42320 0.1073
H 0.46038 -7.68629 8.73856 0.1201
H -4.24611 -6.12665 4.00631 0.1319
H -3.90107 5.32490 -1.98982 0.0895
H -1.94791 0.84298 -2.44015 0.0532
H 8.18401 6.25120 -3.86020 0.0950
H 0.00492 -4.67317 4.66554 0.0831
H 3.69603 1.13950 -4.61298 0.1153
H -4.44758 2.59169 3.51770 0.1177
H -3.96581 2.45840 0.42536 0.0904
H 4.50838 1.59198 0.07291 0.0753
H -3.27972 0.63690 -5.74283 0.1086
H 0.10095 2.45297 5.28214 0.0912
H -3.84200 -2.49975 0.88125 0.0450
H 2.02609 8.63854 1.12550 0.1099
H -3.57865 2.28200 -1.83540 0.0921
H -3.87173 4.67859 2.51235 0.0986
H -1.42683 -4.78839 3.96862 0.0797
H -2.18159 5.21601 -1.80284 0.1148
H 1.96165 -5.40913 -1.01089 0.1222
H 1.30454 2.95449 -0.67225 0.0959
H -3.90730 7.69571 -1.01038 0.1171
H -2.85654 5.58996 -9.12919 0.0792
H 0.13062 7.63790 0.16169 0.1081
H -4.53695 4.03325 0.14068 0.1064
H 4.98184 -0.81434 -0.13990 0.1076
H 6.67590 5.11945 -2.01321 0.1155
H 2.42857 -7.31426 -2.56097 0.1147
H -3.57868 7.01743 -3.76162 0.0993
H 11.09733 7.54013 -7.32731 0.0841
H 11.19070 9.32417 -7.32262 0.0847
H 5.86798 2.09764 -0.95901 0.0910
H -0.39625 -6.97673 1.65055 0.0987
H -2.75760 -0.33481 -0.50731 0.1229
H -1.82988 -0.96604 -4.38707 0.0555
H 4.95881 3.31895 -0.04287 0.0860
H 7.12041 -2.61251 4.32978 0.1138
H 3.84932 8.28078 2.55090 0.1011
H 5.65552 7.18137 -5.06346 0.1011
H -1.78779 -0.14139 3.81410 0.1045
H 2.53736 2.46386 3.33265 0.1018
H -0.09920 -4.11302 -0.04043 0.1112
H 9.02862 0.01239 1.16037 0.1131
H 5.40254 -3.61581 0.03703 0.1181
H 9.04955 -1.00130 -3.31265 0.0998
H -2.49557 -5.99948 1.85174 0.0632
H -2.21069 7.83905 -1.09355 0.1140
H 0.51723 -0.56990 5.57189 0.0920
H -3.49631 0.92654 2.08936 0.1170
H -8.51260 -5.05798 -3.51966 0.1036
H -3.08225 -2.41295 -1.40078 0.0533
H 2.15259 -6.01300 2.43785 0.0753
H 2.47372 -6.82853 3.95178 0.0802
H 0.00067 2.88114 -1.48289 0.1006
H 2.03831 -7.71199 2.58718 0.0894
H -0.26958 -8.34626 2.88526 0.1280
H -6.67415 -2.95729 -5.35395 0.1225
H 3.25523 4.87391 2.78978 0.1105
H 1.67458 6.49370 -3.47667 0.0882
H -7.33414 3.36448 2.28580 0.0853
H 1.10677 3.97491 2.10141 0.0975
H 2.29201 -0.65260 5.54867 0.0721
H 2.96581 0.50365 1.89246 0.0566
H 0.18965 1.26134 3.95236 0.0610
H 7.05583 -3.69779 1.84481 0.1240
H 1.39508 2.68116 -2.22965 0.0587
H -2.97250 -3.97760 -4.59548 0.1385
H -2.83594 -2.50029 3.06748 0.1037
H 2.62496 4.31092 -4.43877 0.1159
H -2.21793 8.16993 1.29746 0.0875
H 4.49890 1.84908 8.10474 0.1116
H 1.24749 -1.39039 -5.99496 0.1262
H -6.31670 4.55241 1.85339 0.0810
H 6.94066 7.44201 -6.95313 0.1268
H -6.27676 0.52828 -0.14289 0.1304
H -0.55255 -8.73392 -1.49650 0.1320
H 11.11358 8.46705 -5.86812 0.0786
H -2.39501 -6.43354 10.22787 0.0924
H -5.22002 2.04896 -6.44458 0.1129
H 3.89142 2.66264 -4.29178 0.1124
H 4.03342 -3.35030 4.81615 0.1080
H -4.37191 -6.17897 0.87063 0.1048
H 2.10056 -2.81374 0.88460 0.0655
H -4.65484 -3.91559 -0.89121 0.1030
H 2.00640 -4.58000 7.76578 0.1135
H -2.39225 -7.98483 2.80663 0.1118
H 3.25657 -1.74743 -4.64456 0.1219
H -0.76237 2.77686 3.73487 0.0763
H -0.67064 -4.21111 -4.31675 0.1272
H -6.73417 3.79515 -5.92809 0.1018
H -7.45060 3.93687 0.57986 0.0939
H -4.00102 7.89048 1.27852 0.0945
H 0.63285 6.64346 -4.88099 0.0851
H -5.08859 -8.12196 0.07669 0.0770
H -2.33293 -4.02762 0.12259 0.0020
H -7.33112 -1.10296 4.77286 0.1194
H -6.91300 -1.46130 2.26764 0.0976
H -6.42411 -5.37781 -1.76849 0.1146
H -3.20848 7.09608 -5.80959 0.1188
H 9.25970 6.96542 -5.26446 0.1080
H -1.91398 -7.25368 4.26889 0.1180
H -1.52030 6.70720 -5.92106 0.1105
H 5.75232 4.91345 -3.36683 0.1074
H -0.38356 -6.93640 6.38853 0.1121
H 5.45793 0.19166 6.66894 0.1149
H -3.30179 -2.47404 5.36626 0.1175
H 5.60426 -0.11121 2.11457 0.0481
H 1.70114 -0.78489 1.88720 0.0855
H -4.58398 -9.52220 0.71271 0.0914
H -7.90334 -1.12520 0.23544 0.1377
H -5.72114 -6.34588 1.92115 0.1224
H 0.95594 -6.07332 9.01458 0.1155
H 1.54069 0.99843 -3.90207 0.1043
```

As for the total charge: 0. The HOMO-LUMO gap is 6.95 eV. The calculation puts the total energy at -7470.64843 Ha.